Record 1
Here is 2 unconnected molecules or ions with the total composition C2H2NO4 from OMol25. Energies are from wB97M-V/def2-TZVPD.

```
9
Properties=species:S:1:pos:R:3
O -2.29051 0.29154 0.13617
O 1.19159 -0.84127 -0.58291
O 3.23699 -0.38409 0.17958
C -1.19040 -0.16361 0.12718
C 2.09404 -0.06042 -0.06097
N -0.39298 0.14968 -0.82743
H 0.97259 1.42547 -0.34049
O 1.74208 1.24228 0.18188
H -0.81980 -0.81233 0.85590
```

Properties
- 2S+1: 1
- Energy: -433.1318 Ha
- Charge: -1

Löwdin population analysis, charges in e, atoms 1 to 2:
1 O -0.037
2 O -0.019

Record 2
Here is a molecular structure, C12H10BrI from OMol25. Energies are from wB97M-V/def2-TZVPD.

```
24
Properties=species:S:1:pos:R:3
H -2.22699 -3.43162 -2.55084
C -0.05595 1.73442 2.28849
C 0.63281 0.13571 0.00217
C 1.70477 0.88409 -0.20952
H 2.05463 1.11370 -1.25546
H 3.15394 2.19820 0.84990
H 1.85682 2.64096 2.92688
C 2.15724 1.69919 0.94259
C -2.20312 -1.38250 -1.93303
C 1.49481 2.11547 2.03827
H -0.28666 2.03371 3.28070
H -1.59917 0.59353 -1.28653
H 0.86909 -2.47423 0.25189
H -0.67339 2.20017 1.52683
C -1.37603 -0.47546 -1.30609
C -0.23239 -0.84104 -0.57010
H -0.51727 -4.19905 -0.87497
C 0.00500 0.27048 2.15048
Br 1.30241 -0.51567 3.28064
H -3.03462 -0.89808 -2.47684
C -0.70121 -3.05451 -1.00286
C -1.82499 -2.67077 -1.78222
I -1.82780 -0.65125 2.23715
C 0.09404 -2.12462 -0.42114
```

Properties
- 2S+1: 1
- Energy: -3334.8069 Ha

Löwdin population analysis, charges in e, atoms 1 to 2:
1 H 0.131
2 C -0.345

Record 3
Here is a single C15H13N3O2S molecule from OMol25. Energies are from wB97M-V/def2-TZVPD.

```
34
Properties=species:S:1:pos:R:3
C 0.66808 -2.69060 0.90110
C 1.66529 -1.80885 1.67685
C -0.59651 -0.75064 -2.78597
C -0.07186 1.95985 1.31508
C -0.85385 -1.53194 -1.70212
H 1.56639 -1.98948 -0.77411
H 1.74387 2.05256 -1.55429
H 0.54212 4.21754 -1.76309
S -1.86134 -0.70115 -0.55757
H 0.06351 -0.60566 3.31259
H -0.97462 -3.49749 -0.83591
C 1.49092 0.27489 0.41377
N 0.85073 -2.62642 -0.43361
C 1.04901 2.38548 -0.79828
H -1.03930 4.91611 -0.01064
H 2.66458 -1.85478 1.23953
O -0.21276 -3.30835 1.45416
C -0.74333 3.18058 1.18745
H -2.49880 1.53516 -1.25843
C -0.51736 3.97554 0.08790
H 0.01717 -1.06843 -3.60983
C -0.25462 -2.85651 -1.35013
H 0.11625 -3.35737 -2.24751
H -1.14230 1.26287 -3.48522
O 2.25209 -0.19419 -0.42010
H -1.43470 3.46747 1.96353
C -1.22362 0.51381 -2.71853
C -1.93442 0.68117 -1.57594
C 0.27465 0.03715 2.46838
H 1.68647 -2.10146 2.72639
C 0.83321 1.56518 0.31236
N -0.31933 1.16425 2.40281
N 1.16440 -0.44907 1.55872
C 0.37868 3.58099 -0.90676
```

Properties
- 2S+1: 1
- Energy: -1292.3968 Ha

Löwdin population analysis, charges in e, atoms 1 to 2:
1 C -0.492
2 C -0.027

So what do the calculations give for molar mass? Going down the list: 104.041 361.020 299.355 Da.